{"formula": "C25H49Cl3N5O3SiV", "method": "wB97M-V/def2-TZVPD", "symbols": ["C", "C", "H", "H", "H", "C", "C", "H", "H", "H", "H", "V", "Cl", "Cl", "C", "O", "N", "C", "C", "H", "H", "H", "H", "H", "H", "H", "H", "H", "C", "C", "N", "H", "C", "O", "H", "H", "H", "H", "O", "C", "C", "C", "H", "C", "H", "C", "H", "C", "C", "H", "H", "H", "Si", "Cl", "C", "C", "C", "H", "H", "H", "H", "H", "H", "H", "H", "H", "C", "N", "C", "C", "N", "N", "C", "C", "H", "H", "H", "H", "H", "H", "H", "H", "H", "H", "H", "H", "H"], "xyz": [[2.650, -2.244, -4.050], [2.065, -1.530, -5.236], [2.590, -3.333, -4.174], [2.104, -1.980, -3.132], [3.709, -1.975, -3.899], [1.868, -2.108, -6.431], [2.364, -3.470, -6.794], [1.314, -1.584, -7.210], [2.170, -4.230, -6.020], [3.445, -3.471, -7.010], [1.856, -3.788, -7.714], [1.381, -0.299, 4.062], [2.958, 1.182, 3.761], [0.790, -0.599, 1.920], [-0.145, 2.666, 1.780], [-0.915, 2.242, 2.652], [-0.587, 3.291, 0.660], [-2.016, 3.437, 0.448], [0.295, 4.139, -0.127], [0.961, 2.567, 1.838], [-2.577, 2.873, 1.196], [-2.263, 3.058, -0.550], [-2.288, 4.498, 0.503], [1.305, 4.068, 0.289], [-0.041, 5.187, -0.091], [0.305, 3.806, -1.173], [0.438, -4.678, 2.048], [-0.409, -2.623, 0.555], [-0.575, -4.695, 2.466], [-1.383, -2.903, 0.977], [-1.211, -3.398, 2.328], [-0.536, -4.977, 3.524], [-1.723, -2.735, 3.402], [-2.532, -1.805, 3.361], [-2.047, -2.033, 0.973], [-1.317, -3.116, 4.360], [-1.142, -5.454, 1.910], [-1.796, -3.709, 0.359], [0.428, -0.280, -4.133], [1.588, -0.113, -4.941], [0.101, 0.659, -6.851], [1.304, 0.751, -6.152], [-0.675, -0.024, -6.494], [-0.086, 1.437, -7.996], [2.379, 0.355, -4.336], [2.290, 1.667, -6.546], [-1.040, 1.378, -8.530], [0.941, 2.264, -8.462], [2.127, 2.393, -7.726], [3.184, 1.754, -5.922], [0.829, 2.804, -9.406], [2.924, 3.059, -8.071], [-0.565, 0.520, -3.080], [1.530, -2.469, 4.592], [-2.325, 0.076, -3.539], [-0.287, 2.360, -3.201], [-0.134, -0.165, -1.393], [-2.534, 0.270, -4.601], [-3.040, 0.658, -2.938], [-2.509, -0.992, -3.349], [-0.159, -1.265, -1.421], [-0.829, 0.173, -0.609], [0.879, 0.135, -1.088], [-0.382, 2.712, -4.236], [0.715, 2.627, -2.849], [-1.030, 2.900, -2.599], [-2.948, 0.836, 5.811], [-1.787, 0.602, 6.667], [-2.001, 0.745, 8.108], [-0.559, 0.332, 6.183], [-0.197, 0.472, 4.892], [0.413, -0.045, 7.081], [0.261, -1.259, 7.880], [1.804, 0.226, 6.715], [-3.825, 0.766, 6.469], [-3.034, 0.080, 5.017], [-2.932, 1.840, 5.355], [-2.268, -0.208, 8.585], [-1.105, 1.125, 8.606], [-2.825, 1.450, 8.267], [-0.863, 0.961, 4.279], [0.615, -2.140, 7.311], [0.874, -1.173, 8.792], [-0.788, -1.401, 8.166], [2.202, -0.579, 6.049], [1.898, 1.203, 6.227], [2.372, 0.251, 7.652]], "lowdin_charge": [-0.031, -0.227, 0.069, 0.085, 0.094, -0.103, -0.108, 0.100, 0.070, 0.083, 0.067, -0.345, -0.100, 0.022, -0.324, -0.045, -0.190, -0.049, -0.053, 0.112, 0.085, 0.073, 0.085, 0.093, 0.087, 0.045, 0.086, 0.034, -0.085, -0.106, -0.201, 0.078, -0.365, -0.035, 0.083, 0.103, 0.076, 0.077, -0.182, -0.287, -0.043, -0.189, 0.121, -0.083, 0.150, -0.029, 0.102, -0.101, -0.087, 0.117, 0.097, 0.100, 0.390, -0.043, -0.158, -0.155, -0.181, 0.021, 0.031, 0.035, 0.028, 0.024, 0.028, 0.033, 0.032, 0.016, -0.038, -0.139, -0.070, -0.398, 0.011, -0.180, -0.068, -0.131, 0.078, 0.080, 0.093, 0.071, 0.091, 0.080, 0.044, 0.060, 0.086, 0.064, -0.005, 0.050, 0.093], "multiplicity": 4, "s2": 3.76, "e_above_lowest_kj_mol": 0.0, "lumo_ev": [2.247, 2.247], "total_charge": -1}